Entry 1:
{
  "formula": "C28H89N7O13",
  "method": "wB97M-V/def2-TZVPD",
  "molar_mass_g_mol": 732.1,
  "de_lowest_kj_mol": 197.3,
  "total_charge": 0,
  "species": ["C", "C", "C", "O", "C", "N", "H", "H", "H", "H", "H", "H", "H", "H", "H", "H", "H", "C", "C", "C", "O", "C", "N", "H", "H", "H", "H", "H", "H", "H", "H", "H", "H", "H", "C", "C", "C", "O", "C", "N", "H", "H", "H", "H", "H", "H", "H", "H", "H", "H", "H", "C", "C", "C", "O", "C", "N", "H", "H", "H", "H", "H", "H", "H", "H", "H", "H", "H", "C", "C", "C", "O", "C", "N", "H", "H", "H", "H", "H", "H", "H", "H", "H", "H", "H", "C", "C", "C", "O", "C", "N", "H", "H", "H", "H", "H", "H", "H", "H", "H", "H", "H", "C", "C", "C", "O", "C", "N", "H", "H", "H", "H", "H", "H", "H", "H", "H", "H", "H", "O", "H", "H", "O", "H", "H", "O", "H", "H", "O", "H", "H", "O", "H", "H", "O", "H", "H"],
  "positions_angstrom": [[-0.826933, -4.295164, 6.165539], [0.329287, -3.311104, 6.473889], [0.066027, -1.921614, 5.781929], [1.235017, -1.178504, 6.108809], [1.401627, -0.006104, 5.345609], [0.469337, -3.187154, 7.928839], [-1.042313, -4.325394, 5.097459], [-1.730413, -3.985614, 6.690899], [-0.303723, -5.239424, 6.316279], [1.236167, -3.722784, 6.030979], [-0.784273, -1.378464, 6.194329], [0.051497, -2.038894, 4.698359], [0.530737, 0.645926, 5.278419], [1.728967, -0.222934, 4.328789], [2.198517, 0.537446, 5.853179], [-0.432213, -3.031764, 8.356829], [0.991867, -2.342454, 8.112019], [0.122677, 5.172196, -1.565511], [0.603177, 5.264246, -0.076431], [0.705217, 6.757396, 0.276029], [-0.571123, 7.407476, 0.226139], [-0.478513, 8.829906, 0.253669], [-0.271103, 4.507136, 0.786719], [0.851647, 5.391636, -2.345611], [-0.760823, 5.746556, -1.844141], [-0.189313, 4.173706, -1.871721], [1.545367, 4.717536, -0.115081], [1.336307, 7.294246, -0.432221], [1.205037, 6.951946, 1.224939], [0.066877, 9.163656, -0.629091], [0.152677, 9.183096, 1.069109], [-1.467453, 9.287486, 0.226949], [0.182637, 4.556586, 1.687699], [-1.096313, 5.087956, 0.828969], [-1.506233, -4.660244, -3.956621], [-0.057983, -5.027754, -4.249121], [0.946407, -3.995574, -3.632481], [2.299817, -4.470194, -3.526031], [3.165477, -3.575764, -2.790401], [0.249047, -6.230024, -3.566761], [-1.800263, -4.672994, -2.907101], [-2.144793, -5.404684, -4.432161], [-1.720553, -3.690144, -4.405031], [0.251227, -5.117904, -5.290451], [0.646617, -3.734924, -2.617451], [0.890857, -3.116874, -4.275051], [4.184507, -3.958044, -2.849891], [3.013347, -3.714004, -1.719961], [3.152947, -2.517204, -3.050011], [1.251007, -6.243094, -3.440281], [0.043577, -6.041464, -2.596021], [5.065097, 0.133166, -1.620471], [5.198037, -0.421654, -0.194231], [4.187597, 0.215296, 0.781629], [4.348187, 1.610536, 0.889029], [3.663027, 2.216006, 1.995099], [5.005617, -1.835764, -0.295251], [5.410277, 1.155706, -1.773281], [4.042007, -0.069284, -1.937341], [5.697527, -0.423484, -2.312051], [6.239257, -0.332624, 0.115669], [4.239237, -0.266544, 1.757979], [3.163457, -0.019264, 0.491419], [2.625147, 1.883796, 2.018649], [3.703387, 3.299286, 1.881229], [4.082977, 1.981716, 2.973289], [5.186767, -2.212444, 0.624199], [4.078607, -2.191674, -0.479871], [0.310297, -1.809384, 1.600269], [-0.398213, -1.692824, 0.228309], [0.364577, -1.087854, -0.969551], [0.572687, 0.315356, -0.686801], [1.241357, 1.040126, -1.773881], [-1.052833, -2.926534, -0.045921], [0.427637, -0.774264, 1.920989], [1.247217, -2.335514, 1.417349], [-0.263753, -2.332374, 2.365149], [-1.182413, -0.961394, 0.423549], [-0.305523, -1.247184, -1.814351], [1.265317, -1.695134, -1.058861], [1.560347, 1.957836, -1.279761], [0.524737, 1.285306, -2.557751], [2.091367, 0.509916, -2.203351], [-0.416613, -3.621614, -0.409491], [-1.691893, -2.845094, -0.823791], [-3.259613, 3.561746, -5.142621], [-1.761783, 3.563826, -5.027401], [-1.051913, 4.895296, -5.362331], [0.314887, 4.684666, -5.149571], [1.092957, 5.761536, -5.650451], [-1.395583, 3.056576, -3.753661], [-3.667603, 4.231066, -4.385221], [-3.692183, 2.603896, -4.853641], [-3.564423, 3.630046, -6.186911], [-1.569123, 2.885986, -5.858971], [-1.396253, 5.699566, -4.712191], [-1.121703, 5.194886, -6.408021], [0.709887, 6.729176, -5.326381], [1.216567, 5.814016, -6.732141], [2.126497, 5.745986, -5.304531], [-1.644553, 3.687196, -3.005041], [-0.385683, 3.055926, -3.739201], [-4.963503, -2.763974, 3.632769], [-4.526563, -1.472054, 2.865579], [-3.294643, -0.788764, 3.571349], [-3.120963, 0.531076, 3.304259], [-1.822113, 1.054336, 3.654749], [-4.205523, -1.828364, 1.463479], [-5.733223, -3.325194, 3.102989], [-5.394693, -2.436014, 4.578609], [-4.117543, -3.447304, 3.707079], [-5.355773, -0.767324, 2.927809], [-2.380473, -1.335454, 3.340009], [-3.514003, -0.806394, 4.638899], [-1.711713, 2.116786, 3.437669], [-1.017313, 0.740216, 2.990119], [-1.675853, 0.942886, 4.729129], [-3.630113, -1.183044, 0.941399], [-5.014303, -1.818934, 0.858599], [-2.513583, 0.259416, -3.887551], [-2.076753, 1.109516, -3.939921], [-2.661043, 0.008786, -4.799511], [-1.498723, 2.202146, -0.042511], [-0.867043, 1.483536, -0.071221], [-0.961663, 2.990876, 0.033099], [0.408257, -5.338974, -0.747181], [1.359757, -5.425774, -0.689341], [0.069257, -6.132574, -0.333031], [2.848717, -4.187604, 3.327919], [1.927167, -4.444924, 3.300489], [3.128167, -4.390864, 4.220569], [-3.198763, -2.177934, -2.943861], [-2.613433, -1.547474, -3.363541], [-3.806153, -1.640184, -2.435791], [-3.186623, -4.301224, 0.915449], [-3.658743, -3.531254, 1.232459], [-2.322493, -3.969374, 0.671769]],
  "forces_ev_per_a": [[1.8, 0.6, -0.8], [-2.1, 1.1, -0.5], [1.8, -1.0, 0.8], [-0.2, 0.5, -0.1], [0.7, 0.1, 0.3], [0.4, 0.0, -0.5], [-0.1, 0.4, -0.1], [0.1, -0.8, 0.3], [-1.2, -0.5, 0.9], [0.2, 0.2, 0.1], [-0.5, -0.3, -0.2], [-0.5, 0.0, -0.2], [-0.3, -0.1, 0.2], [0.0, -0.2, -0.2], [0.0, 0.2, -0.2], [-0.3, -0.1, 0.0], [0.3, 0.1, 0.1], [-0.5, -0.6, -0.5], [-0.3, 0.4, -2.7], [0.3, 0.8, -0.3], [-0.1, -0.4, 0.4], [0.8, -0.5, -0.6], [0.2, 0.8, 0.0], [0.5, 0.4, 0.4], [0.0, 0.5, 0.6], [0.3, -0.4, 0.8], [0.5, 0.6, 0.4], [0.3, -0.3, -0.5], [-0.2, -0.2, 0.6], [0.0, 0.1, -0.4], [-0.4, 0.0, 0.5], [0.1, -0.3, 0.3], [-0.4, -0.3, 0.5], [-0.6, -0.2, 0.5], [0.2, 0.1, -1.3], [1.7, 1.1, 1.6], [-0.4, 0.9, -0.3], [0.2, 0.9, -0.3], [0.0, -1.5, 0.2], [0.3, -2.1, 0.8], [0.5, 0.2, 0.1], [0.0, 0.0, -0.2], [-0.3, 0.0, 0.2], [-0.7, 0.0, -0.3], [-0.4, 0.1, 0.0], [0.4, 0.5, 0.1], [0.0, 0.1, -0.7], [-0.7, 0.4, 0.4], [-0.3, -0.1, -0.3], [0.5, -0.6, -0.7], [-0.8, -0.2, 0.2], [0.4, -0.2, 0.0], [-0.5, 0.9, -1.0], [0.1, 0.0, 0.2], [0.1, 0.7, 0.6], [0.0, -0.4, -0.6], [0.2, -1.6, 0.9], [-0.7, 0.2, 0.4], [-0.1, 0.5, -0.2], [0.1, -0.4, 0.2], [-0.1, 0.5, 0.4], [0.5, -0.1, 0.4], [-0.3, 0.0, -0.6], [-0.3, 0.1, -0.1], [0.0, -0.1, -0.2], [0.4, -0.3, 0.0], [0.3, -0.4, 0.2], [-0.5, 0.6, -0.4], [0.3, 0.6, -1.4], [-0.9, 1.1, 1.3], [-0.6, 0.1, 1.7], [1.1, -0.9, -1.4], [-0.9, -0.2, 1.2], [0.0, -0.9, -1.2], [0.7, -0.1, 0.3], [0.4, 0.2, 0.5], [-0.3, -0.1, -0.4], [-0.4, 0.2, -0.1], [0.2, 0.2, -0.4], [0.6, 0.4, -0.5], [0.2, 0.0, -0.3], [-0.1, -0.1, -0.1], [-0.1, -0.1, 0.2], [0.5, -0.3, 0.4], [-0.5, 0.4, -0.3], [-0.7, 0.0, 0.5], [-0.8, 0.5, -1.7], [-0.3, -0.6, -0.2], [1.5, 0.3, 0.0], [0.5, 0.4, 0.3], [1.1, -0.9, 0.3], [-0.5, 0.6, -0.6], [0.5, -0.3, 0.2], [-0.3, 1.0, 0.2], [1.3, -0.5, 0.3], [-0.3, 0.3, 0.1], [-0.8, 0.0, -0.2], [-0.3, 0.1, 0.1], [-0.6, -0.4, -0.3], [-0.1, -0.6, 0.5], [-0.5, 0.0, 0.1], [0.3, -0.2, 0.2], [0.4, 1.0, -0.7], [0.7, 0.1, -0.1], [-1.0, -1.9, 0.6], [0.9, 3.0, -1.6], [-0.8, 0.4, -0.4], [-0.4, 0.3, -0.1], [-0.1, 0.3, -0.2], [0.3, -0.4, 0.2], [0.0, 0.1, 0.4], [-0.1, 0.2, -0.1], [0.1, -0.5, 0.0], [0.1, -0.9, 0.5], [-1.1, 0.3, 0.1], [0.1, -1.2, 0.3], [0.4, -0.4, 0.0], [0.6, 0.5, 0.7], [-0.6, -0.4, 0.3], [-0.2, -0.5, -0.2], [0.4, 1.0, 0.4], [-0.2, -0.1, -0.3], [-0.8, -0.5, -0.3], [0.3, -0.4, -0.2], [0.3, 0.6, 0.5], [0.1, 0.0, 0.2], [0.4, 0.0, -0.1], [-0.3, -0.2, 0.3], [0.1, 0.1, -0.2], [-0.3, 0.0, 0.0], [0.1, 0.0, 0.3], [-0.1, -0.9, 0.3], [0.1, 0.5, 0.1], [-0.1, 0.2, 0.0], [-0.5, -1.8, 0.0], [-0.1, 0.7, 0.1], [0.4, 0.4, 0.1]]
}

Entry 2:
{
  "formula": "C33H60Br18Hg2N3O3",
  "method": "wB97M-V/def2-TZVPD",
  "molar_mass_g_mol": 2386.3,
  "total_charge": 1,
  "species": ["Hg", "Hg", "C", "C", "C", "C", "C", "C", "N", "O", "C", "C", "C", "H", "H", "H", "H", "H", "H", "H", "H", "H", "H", "H", "H", "H", "H", "H", "H", "H", "H", "C", "C", "C", "C", "C", "C", "N", "O", "C", "C", "C", "H", "H", "H", "H", "H", "H", "H", "H", "H", "H", "H", "H", "H", "H", "H", "H", "H", "H", "C", "C", "C", "C", "C", "C", "N", "O", "C", "C", "C", "H", "H", "H", "H", "H", "H", "H", "H", "H", "H", "H", "H", "H", "H", "H", "H", "H", "H", "C", "Br", "Br", "Br", "H", "C", "Br", "Br", "Br", "H", "C", "Br", "Br", "Br", "H", "C", "Br", "Br", "Br", "H", "C", "Br", "Br", "Br", "H", "C", "Br", "Br", "Br", "H"],
  "positions_angstrom": [[-2.235799, 2.318412, 0.718270], [1.662519, 1.857273, 0.255928], [-0.283585, -2.020104, 1.801284], [0.765218, -1.066993, 1.204063], [1.751767, -1.883463, 0.390155], [1.351871, -2.315104, -1.029087], [0.780080, -1.112550, -1.780842], [-0.259711, -0.301606, -0.978046], [0.238967, 0.027444, 0.378093], [-0.558605, 0.905435, 1.189675], [-1.607544, -1.007034, -0.989728], [-0.428273, 0.986177, -1.800702], [1.524478, -0.529275, 2.423518], [0.155183, -2.739209, 2.496313], [-0.738637, -2.638360, 1.025580], [-1.081488, -1.558442, 2.386259], [1.921286, -2.801120, 0.958492], [2.731591, -1.404504, 0.281557], [0.614572, -3.118850, -0.964079], [2.252091, -2.641177, -1.541535], [0.151170, -1.553761, -2.554747], [1.536339, -0.458550, -2.216126], [-1.570867, -2.029909, -0.608525], [-2.003945, -1.161247, -1.995871], [-2.435061, -0.569159, -0.421080], [0.485272, 1.592416, -1.776521], [-1.289593, 1.599093, -1.549535], [-0.428047, 0.708070, -2.856832], [2.230886, 0.211202, 2.016520], [1.970045, -1.327217, 3.009351], [0.945578, 0.086326, 3.116198], [-4.161532, 2.348406, -1.581178], [-5.315677, 1.985031, -0.622735], [-5.977960, 0.785643, -1.344072], [-6.629267, -0.278743, -0.459047], [-5.597983, -0.626471, 0.630349], [-5.243704, 0.574569, 1.529851], [-4.680948, 1.613095, 0.659234], [-4.201820, 2.714902, 1.405242], [-4.194734, 0.069285, 2.519327], [-6.513466, 0.985887, 2.280353], [-6.280865, 3.179538, -0.617239], [-3.307311, 1.659838, -1.594065], [-3.769797, 3.341532, -1.318546], [-4.534077, 2.394228, -2.604069], [-5.343239, 0.375777, -2.130243], [-6.865256, 1.146366, -1.880542], [-6.865423, -1.169879, -1.032089], [-7.438655, 0.189634, 0.097686], [-4.712048, -1.063375, 0.159270], [-6.105567, -1.387878, 1.223316], [-4.279074, -0.996923, 2.730110], [-4.202538, 0.662982, 3.432810], [-3.184088, 0.138291, 2.092710], [-6.869256, 0.145746, 2.880194], [-7.275813, 1.472034, 1.680728], [-6.246779, 1.695419, 3.073602], [-7.157167, 2.912612, -0.032979], [-6.469854, 3.525254, -1.630508], [-5.734345, 4.011084, -0.162946], [5.997446, 2.817238, 0.803973], [4.511647, 3.197982, 0.703251], [4.255648, 4.707320, 0.668423], [4.697443, 5.323266, -0.654858], [4.001053, 4.684011, -1.865165], [3.876166, 3.144252, -1.783794], [3.826931, 2.601224, -0.434338], [3.695134, 1.162454, -0.405373], [5.050077, 2.552554, -2.570497], [2.590491, 2.859777, -2.607371], [3.871373, 2.739897, 2.010641], [6.235086, 1.847613, 1.233405], [6.539473, 3.589281, 1.352412], [6.449801, 2.816784, -0.189006], [4.838356, 5.250542, 1.417241], [3.215805, 4.934780, 0.927715], [5.745997, 4.999412, -0.686185], [4.653689, 6.407389, -0.716717], [4.602356, 4.994075, -2.720046], [3.029687, 5.175249, -1.968103], [5.225032, 1.482087, -2.446844], [6.028838, 2.939369, -2.258774], [5.015119, 2.830851, -3.623744], [2.712846, 3.238960, -3.613081], [1.781018, 3.321935, -2.033804], [2.523005, 1.769062, -2.531901], [3.929344, 1.653929, 2.131195], [2.799455, 3.022253, 2.030163], [4.318227, 3.113569, 2.931914], [2.347077, -1.093484, 6.379226], [3.163867, 0.288761, 5.287030], [1.032616, -0.348979, 7.571399], [3.649149, -2.204815, 7.273892], [1.852515, -1.716911, 5.649297], [-5.298143, -4.692718, 1.493482], [-3.491430, -3.949792, 1.412212], [-6.414801, -3.920921, 0.100425], [-6.121151, -4.382448, 3.196187], [-5.108239, -5.712758, 1.195810], [3.092162, -5.845484, 3.933519], [1.834736, -4.349645, 4.141780], [2.273074, -7.513016, 4.387396], [4.694110, -5.500186, 4.960292], [3.381788, -5.844683, 2.892022], [2.299665, -6.010666, -0.344479], [0.851100, -5.524644, 0.883081], [2.896558, -7.822051, -0.181108], [3.745999, -4.738432, -0.163373], [1.847085, -5.866674, -1.314095], [-1.264017, -3.201159, -5.794177], [-1.221071, -1.342182, -5.243340], [-0.116295, -3.686209, -7.243508], [-3.083139, -3.818186, -6.085051], [-0.867372, -3.769016, -4.965727], [3.774044, -0.953074, -4.392498], [5.613433, -0.817565, -5.071680], [3.442035, -2.803305, -3.872607], [2.525650, -0.166726, -5.642029], [3.662950, -0.328217, -3.516594]],
  "forces_ev_per_a": [[0.1, -1.0, 1.5], [1.0, -0.6, -0.4], [-1.0, -0.5, -0.3], [-0.2, -0.9, 1.5], [0.8, -0.9, -0.7], [-0.2, 1.1, 0.9], [-0.9, -1.1, 0.5], [-0.6, 0.8, -0.7], [1.3, 1.6, -0.5], [-1.5, 0.6, 0.0], [-0.9, -1.3, 0.3], [0.7, -0.2, -0.1], [-0.3, 1.5, -0.6], [0.5, 0.2, -0.2], [-0.1, 0.0, 0.1], [0.0, 0.4, -0.3], [0.2, 0.2, 0.2], [-0.2, 0.4, 0.3], [0.0, 0.0, -0.3], [-0.3, -0.3, 0.1], [0.4, 0.4, -0.6], [0.1, 0.0, 0.1], [0.3, 0.1, 0.1], [0.3, 0.4, -0.2], [0.4, 0.5, 0.1], [-0.2, 0.1, 0.3], [0.0, 0.0, -0.2], [-0.6, 0.0, 0.0], [0.7, -0.6, 0.4], [0.4, 0.0, -0.4], [-0.5, -0.4, -0.2], [0.2, 1.0, 0.2], [0.6, -0.3, -1.4], [-1.8, -0.3, -0.1], [2.3, 0.8, 1.0], [-0.9, -0.2, -0.5], [-0.7, -1.0, -0.5], [-0.6, -0.6, 0.1], [1.2, -0.1, -1.2], [0.8, 0.4, -0.1], [0.8, 0.7, 1.3], [1.2, 0.0, 0.9], [-0.4, -0.4, 0.1], [0.0, 0.0, -0.3], [0.1, 0.2, 0.0], [0.3, -0.3, 0.4], [0.5, 0.6, -0.3], [-0.5, 0.1, 0.0], [-0.6, -0.4, -0.5], [0.1, 0.0, 0.2], [0.6, 0.0, 0.5], [-0.5, 0.1, 0.2], [0.1, -0.2, 0.1], [-0.1, 0.1, -0.1], [-0.4, -0.2, -0.5], [-0.2, -0.3, -0.1], [0.1, 0.3, -0.3], [-0.3, 0.4, -0.2], [-0.5, -0.4, -0.1], [-0.4, 0.0, 0.4], [0.7, 0.5, -1.0], [0.2, 0.4, 1.4], [0.2, 1.3, -0.4], [0.4, -1.4, -0.2], [0.4, 0.9, 1.3], [0.7, 1.2, -2.0], [-3.3, -0.4, 0.7], [1.0, 0.1, -0.3], [1.5, -0.2, 0.1], [1.0, -1.2, 1.9], [-0.5, -1.3, 0.2], [-0.5, -0.1, 0.1], [-0.1, -0.1, 0.2], [0.0, 0.0, 0.0], [0.0, -0.5, 0.3], [-0.1, -0.2, -0.3], [0.2, 0.6, -0.3], [0.0, 0.0, 0.2], [-0.3, -0.4, -0.3], [-0.1, -0.3, 0.0], [-0.7, -0.1, -0.1], [-0.3, 0.4, 0.2], [-0.4, -0.2, 0.0], [-0.3, 0.0, -0.1], [-0.3, 0.1, -0.4], [-0.5, 0.0, -0.7], [0.0, 0.0, -0.3], [0.1, 0.2, 0.1], [0.2, 0.5, -0.3], [0.2, 0.0, -0.2], [0.2, 0.0, 0.3], [0.2, -0.2, -0.1], [-0.2, 0.3, -0.1], [-0.2, -0.2, 0.2], [0.3, 0.8, -0.6], [-0.1, 0.1, 0.1], [0.2, -0.4, 0.0], [0.3, -0.4, -0.2], [-0.5, -0.3, 0.6], [0.0, 0.5, 0.3], [0.2, -0.3, 0.1], [0.0, 0.1, -0.1], [-0.2, -0.1, -0.2], [-0.1, -0.1, -0.1], [-0.4, 0.4, 0.2], [0.3, -0.5, -0.2], [-0.1, 0.2, 0.1], [0.1, -0.4, 0.0], [0.2, -0.1, -0.2], [-0.2, -0.4, 0.3], [0.0, -0.2, -0.3], [0.0, 0.4, -0.2], [0.3, 0.2, 0.1], [-0.2, 0.1, 0.2], [0.5, 0.0, -0.3], [-0.7, 0.1, 0.3], [-0.1, 0.6, -0.5], [0.1, -0.4, 0.1], [0.4, -0.2, 0.2]]
}

| no. | HOMO (eV) | E (Eh) |
| --- | --- | --- |
| 1 | -8.566 | -2481.39340 |
| 2 | -10.315 | -48321.87099 |